Molecular formula: CH5IN2
Method: DFT, wB97M-V/def2-TZVPD

* spin multiplicity: 1
* gap between HOMO and LUMO: 8.015 eV
* energy above the lowest of the compared OMol25 structures with the same formula, charge and spin: 3.710 eV

Element x y z (Å)
C -0.852724 0.376116 0.115417
N -0.221498 -0.826484 -0.007605
N 1.086459 -0.783246 -0.079090
I 1.932293 -0.025555 -2.038957
H -0.211705 0.976325 0.834527
H -0.785132 0.848199 -0.989711
H -1.790141 0.406812 0.627872
H -0.582988 -1.505981 0.633203
H 1.425436 0.533814 0.904345

Cartesian forces (eV/Å) of the 3 atoms listed first:
C 0.21 3.81 -2.16
N 0.03 -1.21 -0.07
N 2.35 1.94 1.31

The molecule's Mulliken atomic charges, reported in e, are given here:
1. C -0.614
2. N 0.133
3. N -0.657
4. I 0.067
5. H 0.125
6. H 0.158
7. H 0.327
8. H 0.261
9. H 0.200

Molecular formula: CH5IN2
Method: DFT, wB97M-V/def2-TZVPD

* spin multiplicity: 1
* gap between HOMO and LUMO: 9.959 eV
* energy above the lowest of the compared OMol25 structures with the same formula, charge and spin: 0.962 eV

Element x y z (Å)
C -1.369402 0.463330 -0.096790
N 0.479770 -0.697325 0.189776
N -0.079001 0.371296 0.159111
I 3.984200 -0.245533 0.040669
H -1.838464 -0.564078 -0.258041
H -1.799678 1.088925 0.638099
H -1.479386 1.112115 -0.990928
H 2.369177 -0.123138 0.292435
H -0.267213 -1.405595 0.025672

Cartesian forces (eV/Å) of the 3 atoms listed first:
C -4.30 -0.19 -2.44
N 0.02 -1.41 0.15
N 4.72 1.75 0.89

The molecule's Mulliken atomic charges, reported in e, are given here:
1. C -0.585
2. N -0.362
3. N 0.000
4. I -0.176
5. H 0.338
6. H 0.196
7. H 0.193
8. H 0.188
9. H 0.207

Molecular formula: CH5INP
Method: DFT, wB97M-V/def2-TZVPD

* spin multiplicity: 1
* gap between HOMO and LUMO: 8.810 eV
* energy above the lowest of the compared OMol25 structures with the same formula, charge and spin: 1.210 eV

Element x y z (Å)
C 0.696217 0.528727 -0.567088
N 1.584492 -2.906415 1.948659
P 1.839176 -3.524247 0.575330
I 3.522970 -2.022957 -0.450834
H 0.108857 0.060988 -1.381612
H 0.001809 1.223081 -0.007250
H 1.474803 1.106361 -1.128185
H 0.727974 -3.285439 2.494039
H 1.151952 -0.257772 0.050061

Cartesian forces (eV/Å) of the 3 atoms listed first:
C -0.48 0.70 -0.85
N -2.11 -0.17 1.74
P 0.18 -0.15 -0.77

The molecule's Mulliken atomic charges, reported in e, are given here:
1. C -0.717
2. N -0.407
3. P 0.225
4. I -0.080
5. H 0.240
6. H 0.244
7. H 0.220
8. H 0.275
9. H 0.000